115
Properties=species:S:1:pos:R:3:forces:R:3:lowdin_charge:R:1 method="wB97M-V/def2-TZVPD" spin_multiplicity=5 s_squared=6.06 e_tot_ha=-5150.53938 orbital_gap_ev="6.3584 / 7.1609" charge=+2 largest_force_ha_per_bohr=0.0222
Mn -0.899 -0.037 -0.258 -0.837 -0.150 0.760 0.827
C -3.654 0.922 0.523 0.099 -0.110 -0.032 -0.078
N -3.189 0.146 -0.636 0.098 -0.013 0.232 -0.069
C -3.753 -1.199 -0.770 0.150 -0.013 0.092 -0.076
C -2.658 -2.136 -1.164 0.117 -0.123 -0.128 -0.297
N -1.379 -1.836 -1.110 0.733 0.396 0.014 0.054
C -0.663 -2.959 -1.563 -0.126 0.426 0.120 -0.199
C 0.700 -3.168 -1.745 0.205 0.041 0.044 -0.010
C 1.086 -4.390 -2.255 -0.030 -0.064 -0.021 -0.040
C 0.144 -5.385 -2.579 0.084 -0.007 -0.008 -0.044
C -1.209 -5.178 -2.406 -0.118 -0.096 -0.022 0.013
C -1.582 -3.940 -1.894 -0.500 -0.067 -0.010 -0.157
N -2.838 -3.374 -1.630 0.020 -0.540 -0.138 0.206
C -2.622 1.956 0.813 0.171 0.184 0.094 -0.289
N -1.347 1.794 0.539 0.787 -0.141 -0.424 0.070
C -0.663 2.919 1.038 -0.093 -0.445 -0.090 -0.192
C 0.690 3.252 1.061 -0.002 -0.072 0.026 -0.021
C 1.034 4.460 1.624 -0.015 0.105 0.029 -0.057
C 0.065 5.324 2.164 0.017 -0.015 -0.017 -0.052
C -1.273 4.992 2.166 -0.094 0.076 0.048 0.013
C -1.605 3.769 1.592 -0.480 0.004 0.098 -0.161
N -2.838 3.121 1.423 0.055 0.532 0.309 0.213
H -3.713 0.247 1.381 0.032 -0.032 0.042 0.139
H -4.631 1.376 0.381 -0.179 0.056 -0.065 0.143
H -3.343 0.673 -1.484 -0.037 0.103 -0.169 0.139
H -4.558 -1.241 -1.498 -0.164 0.008 -0.127 0.144
H -4.167 -1.512 0.187 -0.012 -0.063 0.138 0.130
H 1.432 -2.408 -1.493 -0.142 -0.195 -0.029 0.085
H 2.140 -4.591 -2.412 -0.090 -0.001 0.021 0.118
H 0.490 -6.334 -2.973 -0.039 0.120 0.047 0.121
H -1.940 -5.940 -2.658 0.112 0.097 0.033 0.127
H -3.729 -3.832 -1.743 0.001 -0.015 -0.023 0.184
H 1.448 2.597 0.657 -0.018 0.005 0.039 0.098
H 2.078 4.755 1.652 -0.113 -0.030 0.009 0.124
H 0.379 6.269 2.591 -0.018 -0.055 -0.024 0.121
H -2.025 5.647 2.595 0.110 -0.072 -0.060 0.126
H -3.732 3.458 1.740 -0.010 0.019 0.013 0.183
F 6.049 -2.603 -0.882 0.062 -0.008 0.175 0.159
C 5.457 -1.822 0.030 -0.095 0.222 -0.227 -0.589
F 5.145 -2.568 1.094 0.269 -0.039 0.046 0.156
F 6.333 -0.885 0.419 0.046 -0.144 0.025 0.171
C 4.219 -1.169 -0.537 0.003 -0.015 -0.054 -0.085
C 4.005 -1.135 -1.906 -0.050 -0.009 -0.115 0.030
C 2.863 -0.532 -2.415 0.163 0.020 -0.156 -0.055
C 1.944 0.043 -1.548 0.027 0.115 0.119 -0.372
C 2.172 0.002 -0.167 0.161 -0.001 -0.243 -0.102
C 3.311 -0.596 0.340 0.039 0.118 0.066 0.012
P 0.394 0.794 -2.110 0.269 0.238 -0.334 1.080
C 0.645 2.583 -2.079 -0.100 0.037 0.066 -0.368
C 1.915 3.145 -2.000 0.066 0.082 -0.055 -0.064
C 2.050 4.523 -1.909 0.129 -0.059 -0.010 0.019
C 0.922 5.328 -1.886 0.021 -0.046 -0.006 -0.095
C -0.346 4.779 -1.993 -0.065 -0.122 0.000 0.020
C -0.482 3.404 -2.087 -0.001 0.009 -0.129 -0.079
C 1.087 6.814 -1.684 -0.020 -0.182 -0.136 -0.587
F 2.141 7.275 -2.365 -0.071 0.093 0.081 0.166
F -0.002 7.483 -2.075 0.116 0.077 0.077 0.158
F 1.291 7.073 -0.379 0.001 0.144 -0.037 0.152
C 0.178 0.357 -3.846 -0.221 -0.070 0.022 -0.341
C 0.942 1.028 -4.796 0.056 0.067 -0.084 -0.057
C 0.836 0.685 -6.135 0.091 0.111 -0.032 0.028
C -0.036 -0.319 -6.520 0.007 0.001 0.022 -0.090
C -0.817 -0.980 -5.585 -0.011 0.000 0.141 0.017
C -0.717 -0.638 -4.246 0.077 0.027 -0.083 -0.057
C -0.168 -0.714 -7.972 0.060 0.096 0.173 -0.593
F 0.136 -2.011 -8.126 -0.030 0.032 -0.110 0.163
F -1.429 -0.534 -8.387 0.045 -0.047 -0.100 0.163
F 0.643 0.007 -8.751 -0.095 -0.117 -0.067 0.161
H 4.724 -1.588 -2.575 -0.007 0.008 0.004 0.136
H 2.694 -0.523 -3.488 0.013 -0.016 0.118 0.117
H 1.468 0.430 0.536 -0.109 0.114 0.163 0.077
H 3.489 -0.632 1.409 -0.050 -0.027 -0.078 0.138
H 2.802 2.520 -1.999 -0.061 0.020 0.018 0.120
H 3.035 4.970 -1.852 -0.057 -0.028 0.006 0.140
H -1.216 5.422 -1.995 0.006 -0.022 -0.002 0.133
H -1.475 2.969 -2.167 0.071 0.038 0.022 0.109
H 1.618 1.824 -4.500 -0.064 -0.075 -0.036 0.118
H 1.427 1.202 -6.879 -0.015 -0.021 0.035 0.135
H -1.499 -1.759 -5.904 0.005 0.035 0.019 0.136
H -1.335 -1.141 -3.518 0.004 -0.063 0.052 0.083
O -1.004 -0.685 1.388 -0.010 -0.570 -0.142 -0.374
Si -0.644 -1.187 2.931 0.019 0.145 -0.135 0.519
C 0.780 -2.374 2.886 0.403 -0.271 -0.277 -0.221
C 1.405 -2.707 1.677 -0.005 -0.223 0.319 -0.110
C 2.478 -3.594 1.630 -0.224 -0.006 0.051 -0.090
C 2.950 -4.163 2.806 -0.038 0.018 0.017 -0.066
C 2.344 -3.850 4.020 -0.053 0.057 -0.014 -0.059
C 1.270 -2.968 4.059 -0.020 0.049 -0.036 -0.069
C -0.170 0.354 3.829 0.097 0.433 0.365 -0.226
C -1.102 1.153 4.511 0.099 0.088 -0.129 -0.092
C -0.726 2.369 5.078 0.009 -0.099 -0.087 -0.075
C 0.590 2.807 4.969 0.038 -0.066 -0.053 -0.075
C 1.533 2.026 4.305 -0.068 -0.056 0.005 -0.077
C 1.155 0.809 3.745 -0.086 0.090 0.115 -0.090
C -2.153 -1.990 3.633 -0.379 -0.121 0.125 -0.230
C -3.003 -2.707 2.781 -0.066 -0.056 0.111 -0.108
C -4.116 -3.384 3.271 0.075 0.047 -0.027 -0.081
C -4.394 -3.357 4.634 0.020 0.013 -0.034 -0.070
C -3.557 -2.664 5.499 0.089 0.044 -0.035 -0.062
C -2.445 -1.986 5.003 -0.077 -0.016 -0.042 -0.085
H 1.040 -2.269 0.758 -0.050 -0.031 -0.019 0.055
H 2.945 -3.845 0.680 -0.100 0.028 0.134 0.103
H 3.788 -4.852 2.779 -0.096 0.079 0.007 0.115
H 2.711 -4.298 4.939 -0.052 0.056 -0.110 0.114
H 0.810 -2.740 5.020 0.072 -0.035 -0.144 0.112
H -2.135 0.819 4.607 0.153 0.029 -0.003 0.100
H -1.454 2.967 5.618 0.083 -0.070 -0.063 0.110
H 0.886 3.751 5.416 -0.024 -0.107 -0.038 0.112
H 2.565 2.358 4.243 -0.108 -0.030 0.005 0.111
H 1.906 0.184 3.258 -0.102 0.107 0.088 0.095
H -2.758 -2.764 1.722 -0.053 -0.014 0.043 0.081
H -4.759 -3.948 2.601 0.077 0.062 0.070 0.103
H -5.257 -3.888 5.023 0.083 0.054 -0.038 0.112
H -3.768 -2.654 6.563 0.030 0.007 -0.112 0.114
H -1.800 -1.449 5.696 -0.094 -0.082 -0.096 0.108